The following is a DFT calculation (ωB97M-V with the def2-TZVPD basis set) of a 2-piece molecular cluster, C10H19BrN5O3 overall.

Element x y z (Å)
C (-0.024, 0.158, 3.729)
C (-0.274, -0.090, 2.250)
Br (1.056, -1.403, 1.659)
C (-1.671, -0.681, 1.982)
N (-2.576, 0.219, 1.275)
C (-2.343, 0.579, 0.013)
N (-1.294, 0.138, -0.681)
C (-1.344, 0.716, -1.874)
C (-0.463, 0.581, -3.056)
C (1.038, 0.586, -2.683)
C (1.629, -0.796, -2.120)
O (1.285, 0.560, -1.398)
N (-2.439, 1.492, -1.924)
N (-3.095, 1.421, -0.748)
C (-4.334, 2.113, -0.431)
H (0.989, 0.530, 3.836)
H (-0.740, 0.873, 4.121)
H (-0.058, -0.778, 4.277)
H (-0.104, 0.823, 1.694)
H (-2.140, -0.923, 2.929)
H (-1.549, -1.605, 1.432)
H (-3.387, 0.586, 1.734)
H (-0.522, 1.492, -3.650)
H (-0.654, -0.307, -3.644)
H (1.676, 1.141, -3.347)
H (1.591, -1.334, -1.160)
H (0.680, -1.300, -2.460)
H (-2.736, 2.052, -2.708)
H (-4.546, 1.946, 0.612)
H (-4.227, 3.167, -0.665)
H (-5.143, 1.734, -1.047)
C (4.929, -1.349, 0.124)
N (5.321, -2.731, 0.509)
O (4.493, -3.607, 0.372)
O (6.441, -2.884, 0.935)
H (3.907, -1.372, -0.237)
H (5.019, -0.726, 1.008)
H (5.609, -1.018, -0.655)

The electronic energy comes out at -94299.483 eV. Its lowest unoccupied orbital energy is -0.1134 Ha. Its net charge is +1. The calculation puts the HOMO-LUMO gap at 0.3248 Ha.

Löwdin population analysis, charges in e, atoms 1 to 4:
1 C -0.1543
2 C -0.7052
3 Br 0.7711
4 C -0.2092

---

The following is a DFT calculation (ωB97M-V with the def2-TZVPD basis set) of C10H19Cl2HoNO as an isolated structure.

Element x y z (Å)
Ho (2.125, -0.333, -0.484)
Cl (1.280, -2.750, -0.595)
Cl (2.001, 1.788, 1.061)
C (4.277, -0.554, -0.502)
H (4.879, 0.402, -0.509)
H (4.892, -1.241, -1.132)
C (-0.787, 1.300, -1.698)
C (0.262, 0.697, -2.132)
H (-0.718, 2.017, -0.846)
C (0.211, -0.405, -3.183)
H (1.307, 1.118, -1.907)
C (-1.036, -0.276, -4.104)
H (1.101, -0.558, -3.826)
H (0.092, -1.335, -2.608)
C (-2.304, -0.054, -3.319)
H (-0.906, 0.552, -4.813)
H (-1.126, -1.179, -4.706)
C (-2.166, 1.039, -2.240)
H (-3.134, 0.153, -3.992)
H (-2.599, -0.982, -2.835)
H (-2.622, 1.970, -2.599)
H (-2.792, 0.671, -1.420)
C (0.982, -0.873, 4.185)
N (-0.291, -0.236, 3.887)
C (-0.966, 0.463, 4.977)
C (-0.702, -0.109, 2.608)
O (-0.050, -0.511, 1.608)
H (1.105, -0.831, 5.271)
H (1.802, -0.344, 3.682)
H (0.971, -1.917, 3.849)
H (-0.911, 1.555, 4.854)
H (-2.025, 0.181, 5.033)
H (-0.465, 0.185, 5.913)
H (-1.685, 0.396, 2.518)

The electronic energy comes out at -65059.955 eV. Its lowest unoccupied orbital energy (alpha / beta) is 0.0997 / 0.0997 Ha. Its spin multiplicity is 5. Its net charge is -1. The calculation puts the HOMO-LUMO gap (alpha / beta) at 0.1604 / 0.1622 Ha.

Löwdin population analysis, charges in e, atoms 1 to 4:
1 Ho 0.6465
2 Cl -0.2696
3 Cl -0.2851
4 C -0.4970